Molecular formula: C60H130O20
Method: DFT, ωB97M-V/def2-TZVPD

Each line ends with the Löwdin charge.
CARTESIAN COORDINATES (ANGSTROEM)
O  -3.11226  3.74396  2.88524  -0.06
H  -5.07565  -0.12321  3.24619  0.01
H  -5.75393  -1.31145  -5.62375  0.08
H  -2.46193  -1.71716  3.89943  0.10
C  1.29889  -3.70548  3.11308  -0.42
H  0.64888  -2.63530  1.31662  0.05
H  1.07916  -0.74704  -7.45230  0.15
C  1.78744  -0.55175  -1.39893  -0.05
O  0.08209  2.85084  -5.27997  -0.08
H  5.34307  1.84671  2.23821  0.07
H  -3.89829  1.57433  -0.68507  0.10
H  -0.43395  -4.89476  -2.98284  0.06
H  0.19278  -1.05096  3.32061  0.06
H  1.28377  5.14986  -6.04059  0.04
H  -2.00934  5.32756  1.88944  0.16
H  1.73389  0.13512  -5.21616  0.07
C  -1.55230  -0.06583  2.92615  -0.49
C  2.18811  1.93648  3.60548  0.01
H  -1.57209  3.35669  5.55565  0.07
O  -5.68441  -1.29031  -2.13544  -0.08
C  -3.19165  1.58593  -4.49661  -0.03
H  6.38552  -1.48679  -0.30444  0.08
C  -4.52436  5.04403  5.90914  -0.05
C  1.18310  2.89039  3.86291  0.00
H  -5.09908  3.26262  8.19253  0.08
C  0.13546  2.60117  4.75816  -0.28
H  -0.81433  -7.49723  -2.03708  0.15
H  0.06136  -5.15038  4.17590  0.09
H  -1.35727  3.72490  0.02130  0.08
H  -0.98069  -7.95388  0.39157  0.10
C  5.15656  -5.83735  -3.16635  -0.04
H  -1.93458  2.44876  1.21090  0.06
C  -2.63399  4.35341  1.71678  -0.53
C  -5.47825  3.03196  7.19635  -0.04
C  0.79523  -9.04107  -1.48297  -0.03
H  1.47313  -9.12414  -0.61475  0.08
H  1.89731  -1.60507  -5.22373  0.08
C  4.12567  -3.28245  -3.04638  -0.02
H  -0.54706  1.17516  6.26974  0.11
H  -1.28777  0.95973  3.22704  0.13
C  -6.04688  0.12722  2.96509  -0.06
C  -6.22698  -1.57266  -3.46155  -0.43
H  1.19717  -0.46247  5.82894  0.12
H  4.94166  -1.51055  3.35419  0.08
O  -1.57146  -0.17303  -4.06863  -0.02
H  -8.20229  -1.30652  -2.75489  0.05
C  5.81296  -4.78737  -3.78015  -0.34
H  2.35079  -2.49511  1.76965  0.03
H  5.62514  -6.81606  -3.30752  0.12
H  1.24541  2.66357  -0.01327  0.09
C  -0.25238  -7.22502  -0.03646  -0.07
C  5.65509  3.96483  -0.68918  -0.07
C  -2.00006  -3.56466  -2.32250  -0.46
H  7.70047  3.43670  3.60822  0.07
H  -2.67914  -1.16109  1.61925  0.10
C  -0.07270  4.18225  -4.74151  -0.43
H  1.05538  3.77883  3.28685  0.10
H  -6.39737  3.54936  7.05837  0.06
H  -6.54681  -1.87720  2.33247  0.15
H  -8.29903  -1.30105  0.75280  0.08
H  -1.30653  3.65849  -2.97346  0.06
H  1.79761  -3.99309  0.93286  0.11
C  1.23916  0.48226  5.29222  -0.03
H  3.52853  -0.18033  3.19991  0.04
H  1.03294  -6.70761  -2.93180  0.10
C  5.08319  4.17617  4.50508  -0.03
O  -0.33687  -0.73353  2.59059  -0.05
O  -0.60271  0.17236  -6.67508  -0.05
H  5.88950  -2.65504  -4.12396  0.13
O  1.07817  -6.72104  -1.96424  -0.10
H  -3.73566  5.29819  5.15678  0.07
H  5.75157  4.59624  1.62600  0.05
C  -5.38063  -1.00340  -4.64023  -0.03
C  1.53345  -3.13677  1.66800  -0.02
H  7.80913  4.96832  -1.85944  0.10
O  1.44259  0.18201  0.85412  -0.11
H  -0.90720  -2.14915  -7.66686  0.09
H  0.05984  -9.83652  -1.43474  0.07
H  -3.16131  -0.14871  4.36172  0.08
C  0.12602  -7.60685  -1.42262  -0.49
H  -2.60495  -4.37793  -1.88596  0.14
H  5.71494  5.01286  4.18634  0.09
H  7.13166  -5.97067  -4.45123  0.09
H  -1.90683  0.26037  0.89453  0.06
C  -7.94846  -0.55590  1.47021  -0.08
O  2.23074  -4.06664  -1.91565  0.02
C  1.10576  5.10339  -5.02851  -0.05
H  -5.60949  1.96413  7.13876  0.07
H  -1.56279  -0.57546  5.02455  0.07
C  3.41711  -4.35881  -2.52633  -0.29
H  4.95194  4.19515  5.48226  0.03
O  6.33897  5.22835  1.18012  -0.06
C  -3.69644  1.56066  -1.73545  0.00
C  -2.73736  0.65508  -2.25521  0.01
C  -4.43139  2.38822  -2.54940  -0.30
H  4.17392  -1.91653  0.92882  0.14
C  7.48832  5.54229  -0.91545  -0.08
C  7.17266  2.72665  4.18967  -0.04
H  -0.18312  1.04767  -6.76203  0.10
H  -3.14751  3.27636  7.53625  0.10
H  -5.44222  5.48963  5.47985  0.08
C  -4.45637  3.50878  6.10118  -0.46
H  -5.28679  3.67105  -1.30473  0.07
C  -4.11005  2.47627  -3.92915  -0.01
H  -4.33135  5.62130  6.86687  0.10
C  0.03982  -4.52611  3.27201  -0.04
C  -1.55719  3.47565  1.07073  -0.03
O  3.12170  -0.25058  4.09865  -0.01
H  -4.39245  3.70141  0.87698  0.07
H  -3.72190  5.07512  -0.09411  0.09
H  6.75992  6.29392  -1.33703  0.09
C  0.35753  -0.80965  -6.61860  -0.50
C  3.93821  -5.67663  -2.56948  0.00
H  -0.72748  -1.95526  -1.79296  0.08
H  2.00044  4.90767  -4.39785  0.10
H  2.85498  -0.32449  -1.38051  0.07
H  7.52082  1.73337  3.93847  0.07
H  4.09643  4.35313  4.05657  0.08
H  -0.03346  -5.26361  2.48983  0.05
C  -2.47373  0.77945  -3.62093  -0.32
H  -2.31527  3.61231  3.44958  0.06
H  2.15177  -4.33012  3.34812  0.12
H  -0.82700  -3.92841  3.08445  0.07
H  2.58085  1.93933  -0.92536  0.08
H  -0.56302  -3.40054  -4.04968  0.08
C  -1.19844  -2.80761  -1.23529  -0.02
H  -1.30990  -0.06807  -4.99746  0.04
H  3.36766  -6.52288  -2.26068  0.09
C  -0.43517  -2.08678  -6.68288  -0.06
C  5.31344  -3.49784  -3.68951  -0.01
H  -7.63152  0.10782  -3.55588  0.08
H  -3.26673  0.58673  1.88994  0.09
C  1.11103  0.45421  -0.52437  -0.45
H  -1.96367  -2.31942  -0.62566  0.07
H  -5.32472  0.10370  -4.62449  0.07
H  -5.92596  -0.85564  -0.13167  0.06
O  4.16741  0.08584  1.71628  -0.09
O  1.37048  -2.60547  4.06818  -0.07
H  0.61845  -0.00659  1.45988  0.09
H  8.31272  6.08706  -0.43342  0.08
H  6.52851  0.02156  0.52945  0.08
C  1.49209  1.90571  -0.80422  -0.02
C  2.18781  0.72950  4.33122  -0.32
C  -0.32175  4.00640  -3.22622  -0.04
C  5.66092  2.88357  3.93766  -0.42
O  -5.48912  3.16898  -2.09818  0.02
H  -1.15078  -2.22474  -5.88363  0.06
H  0.02010  0.26660  -0.65298  0.12
H  -0.64990  -6.22287  0.13246  0.07
H  6.04844  3.43485  -1.63383  0.11
H  5.76939  -2.68327  2.35307  0.11
C  0.22224  1.41142  5.53131  -0.02
C  -2.42300  -0.10875  1.76382  -0.06
H  6.45512  -1.08195  2.73571  0.08
H  -0.20156  4.96090  -2.66841  0.10
H  -4.75332  -1.61281  -2.13032  0.07
O  5.39112  2.80090  2.48656  -0.11
H  -1.84273  -4.67586  -4.07320  0.08
H  1.67184  -1.58342  -1.07464  0.07
H  -0.52112  -3.39564  -0.60780  0.07
H  5.08422  2.06197  4.39388  0.13
C  6.83406  4.57999  0.01698  -0.54
H  -6.36951  -2.64899  -3.57554  0.13
H  0.23809  -2.96332  -6.59970  0.09
H  -8.67402  -0.61072  2.31036  0.09
H  0.60420  -7.42474  0.60129  0.08
H  0.45955  -0.67826  -4.45212  0.06
H  5.03282  4.76949  -0.99506  0.06
H  -2.14933  -0.06868  -1.69191  0.09
C  -1.12482  -4.16603  -3.43419  -0.03
C  1.16811  -0.79903  -5.29414  -0.04
C  -2.21841  -0.66217  4.14387  -0.02
H  -4.34478  -1.35579  -4.70707  0.06
H  -8.04623  0.42104  1.05532  0.07
H  -2.98677  1.57230  -5.54339  0.12
O  7.02097  -5.03095  -4.34884  0.05
H  -0.70696  3.57676  1.75511  0.06
H  -6.71590  0.11305  3.83467  0.09
C  -6.54214  -0.82215  1.89085  -0.50
H  1.47485  -9.04069  -2.33945  0.07
O  -3.19619  3.11207  6.58553  -0.07
H  1.02212  2.16815  -1.75837  0.04
H  5.28850  -0.12120  -0.70407  0.06
H  -8.10137  -1.34175  -4.42864  0.09
H  7.34856  2.81135  5.25205  0.08
H  2.75583  1.96809  2.70051  0.09
C  -7.58917  -0.96995  -3.53119  -0.07
H  3.35942  0.36118  1.27960  0.07
O  -5.61956  -0.70751  0.78963  -0.07
H  0.48769  2.23287  -4.63576  0.08
H  -4.67267  5.26826  1.35111  0.09
H  2.03861  -4.66971  -1.22807  0.05
H  2.23690  -2.17754  3.96126  0.06
H  -2.66590  -2.20721  -3.59557  0.05
H  7.54003  3.84263  0.30631  0.12
H  0.78166  6.10321  -4.76429  0.08
H  -0.95519  4.56899  -5.25656  0.14
C  -3.85476  4.66214  0.91843  -0.07
C  5.55094  -1.59034  2.45380  -0.06
H  1.50582  -0.49635  -2.39766  0.04
C  4.86731  -1.08497  1.27409  -0.46
O  -3.02789  -2.78097  -2.91201  -0.07
H  5.06247  3.25320  -0.05220  0.08
H  3.80285  -2.33383  -2.76347  0.09
O  -0.95873  3.47520  4.80309  -0.01
H  0.36972  3.27997  -2.82503  0.03
H  -5.92216  1.10682  2.41133  0.11
C  5.78566  -0.66759  0.07717  -0.02
H  -4.68748  2.96808  5.18305  0.13
H  -4.65022  3.13534  -4.59108  0.11

Cartesian forces (eV/Å) of the 3 atoms listed first:
O 1.01 0.09 0.94
H 1.60 -0.66 0.66
H -0.55 0.06 0.28

Calculated values
Multiplicity: 1
Total energy: -105276.272 eV
Gap between HOMO and LUMO: 8.4 eV